17
Properties=species:S:1:pos:R:3 method="wB97M-V/def2-TZVPD" energy_ev=-7861.26012 charge=+1 homo_energy_ha="-0.47657 / -0.45412" homo_lumo_gap_ev="7.2 / 6.2" spin_multiplicity=1
C 0.61 0.87 -0.83
C -0.48 0.07 -0.52
C -1.85 0.46 -0.65
C 0.38 -0.88 0.21
C -2.97 -0.16 0.11
C 2.70 0.40 0.66
N 1.51 -0.07 -0.19
H 0.86 1.92 -0.91
H -2.21 1.18 -1.35
H 0.43 -1.88 -0.11
H -2.71 -0.76 1.02
H -3.70 -0.83 -0.43
H -3.65 0.68 0.32
H 2.42 0.62 1.76
H 3.39 -0.39 0.58
H 3.31 1.17 0.32
H 1.85 -0.40 -1.13


57
Properties=species:S:1:pos:R:3 method="wB97M-V/def2-TZVPD" energy_ev=-83779.11375 charge=+3 s2=2.01 homo_energy_ha="-0.61473 / -0.62026" homo_lumo_gap_ev="8.0 / 8.5" spin_multiplicity=3
Mo 3.62 -2.62 -7.23
O 3.82 -0.77 -7.37
S -7.80 7.88 22.61
C -9.48 8.50 22.99
C -9.30 9.99 23.26
C -8.04 10.12 24.10
C -6.94 9.30 23.41
H -9.80 7.95 23.87
H -10.13 8.24 22.15
H -10.18 10.38 23.77
H -9.20 10.54 22.31
H -8.21 9.74 25.10
H -7.71 11.15 24.19
H -6.20 8.88 24.09
H -6.43 9.84 22.62
C 0.80 0.97 -8.36
N 1.69 -0.20 -8.34
C 3.13 0.12 -8.20
C 1.28 -1.43 -8.54
C -0.12 -1.77 -8.88
O 2.13 -2.43 -8.48
H 1.13 1.65 -9.14
H 0.85 1.46 -7.39
H -0.22 0.66 -8.56
H 3.19 1.12 -7.77
H 3.58 0.12 -9.19
H -7.72 8.29 21.33
H -0.77 -1.54 -8.03
H -0.18 -2.83 -9.08
H -0.47 -1.20 -9.74
F 3.94 -6.62 -4.42
C 4.11 -5.33 -4.35
F 4.01 -4.88 -3.12
F 5.27 -4.97 -4.89
S 2.81 -4.50 -5.39
O 3.23 -3.01 -5.32
O 3.12 -4.77 -6.82
N 1.51 -4.87 -4.78
S 0.10 -4.11 -5.29
O -0.77 -3.98 -4.19
O 0.46 -3.00 -6.13
C -0.58 -5.41 -6.42
F 0.29 -5.62 -7.40
F -0.79 -6.52 -5.75
F -1.71 -4.94 -6.92
C 4.22 -5.25 -9.58
C 5.30 -4.30 -9.19
N 5.18 -3.24 -8.37
C 6.44 -2.63 -8.28
C 7.30 -3.33 -9.04
N 6.56 -4.36 -9.60
H 3.25 -4.77 -9.54
H 4.21 -6.11 -8.91
H 4.39 -5.61 -10.60
H 6.61 -1.74 -7.69
H 8.34 -3.19 -9.25
H 6.92 -5.05 -10.25


61
Properties=species:S:1:pos:R:3 method="wB97M-V/def2-TZVPD" energy_ev=-129324.45254 charge=+1 s2=0.79 homo_energy_ha="-0.38210 / -0.38341" homo_lumo_gap_ev="6.9 / 7.3" spin_multiplicity=2
Cr 0.11 -0.10 0.13
N 2.77 0.70 3.25
C 1.66 0.30 2.59
S 0.68 1.54 1.84
N 1.36 -0.95 2.49
N 0.25 -1.18 1.75
C -0.59 -2.07 2.17
C -1.93 -2.17 1.71
C -2.74 -3.20 2.19
C -4.10 -3.20 1.99
C -4.70 -2.14 1.31
C -3.93 -1.13 0.78
C -2.52 -1.13 0.92
O -1.81 -0.20 0.36
H 2.78 1.66 3.56
H 3.22 0.02 3.84
H -0.31 -2.70 3.02
H -2.28 -3.99 2.77
H -4.71 -4.00 2.38
H -5.77 -2.10 1.21
H -4.38 -0.31 0.25
N 3.03 1.98 -0.15
C 3.15 0.64 -0.16
N 2.15 -0.22 -0.22
C 2.62 -1.51 -0.35
C 3.97 -1.63 -0.36
S 4.73 -0.09 -0.21
C 1.66 -2.59 -0.45
C 1.95 -3.91 -0.29
S 0.52 -4.86 -0.46
C -0.38 -3.39 -0.76
N 0.34 -2.30 -0.71
N -1.67 -3.46 -1.09
H 2.12 2.38 0.07
H 3.84 2.52 0.07
H 4.57 -2.52 -0.46
H 2.89 -4.37 -0.07
H -2.15 -4.34 -0.99
H -2.23 -2.62 -1.11
I -2.59 -0.54 -2.81
C -0.67 -0.30 -3.65
C -0.56 -0.27 -5.03
C 0.70 -0.03 -5.56
C 1.76 0.19 -4.69
C 1.52 0.11 -3.33
N 0.33 -0.15 -2.81
H -1.43 -0.42 -5.65
H 0.84 -0.01 -6.63
H 2.74 0.43 -5.05
H 2.32 0.29 -2.62
S -0.30 2.20 -1.25
C -1.90 2.64 -1.32
N -2.86 2.14 -0.56
C -4.23 2.55 -0.79
C -4.24 3.52 -1.98
S -2.50 3.82 -2.45
H -2.63 1.31 0.01
H -4.61 3.03 0.12
H -4.83 1.66 -0.99
H -4.70 4.47 -1.73
H -4.76 3.10 -2.84


62
Properties=species:S:1:pos:R:3 method="wB97M-V/def2-TZVPD" energy_ev=-54621.32689 charge=+1 homo_energy_ha=-0.41692 homo_lumo_gap_ev=7.2 spin_multiplicity=1
C 1.45 1.75 0.05
C -0.12 2.13 -0.19
C -1.15 0.82 -0.05
C -1.42 0.01 -1.45
C -0.22 0.14 -2.57
C -0.31 -1.16 -3.61
F 0.45 -2.33 -3.03
N -2.49 1.57 0.11
C -3.44 0.48 0.63
N -4.67 0.07 0.16
C -5.36 -1.08 0.86
C -6.99 -0.87 0.76
O -7.74 -1.65 1.79
N -2.65 -0.07 1.79
C -1.18 0.04 1.39
I -0.35 1.04 3.18
B -0.68 -1.53 1.50
O 0.49 -2.00 0.73
N -1.53 -2.45 2.40
C -0.71 -3.07 3.50
C -2.29 -3.48 1.59
H 1.72 0.62 -0.16
H 1.74 2.05 1.17
H 2.09 2.49 -0.63
H -0.42 2.87 0.69
H -0.20 2.65 -1.25
H -2.39 0.47 -1.96
H -1.64 -1.14 -1.32
H 0.87 0.12 -2.14
H -0.47 1.08 -3.23
H 0.24 -0.90 -4.63
H -1.41 -1.48 -3.84
H -2.48 2.20 0.95
H -5.05 0.59 -0.68
H -5.08 -2.13 0.41
H -5.08 -1.08 2.00
H -7.19 0.28 0.97
H -7.43 -1.10 -0.32
H -8.68 -1.26 1.79
H -2.73 0.42 2.71
H 0.31 -2.95 0.42
H -0.94 -4.23 3.53
H -1.12 -2.63 4.53
H 0.43 -2.81 3.45
H -3.12 -2.90 0.99
H -2.85 -4.20 2.33
H -1.63 -4.04 0.79
O 4.32 1.16 -0.50
S 5.73 1.29 -0.20
O 6.23 2.21 0.80
O 6.54 1.56 -1.59
C 6.14 2.64 -2.42
C 6.62 3.97 -1.87
C 6.40 -0.32 0.14
H 5.05 2.63 -2.56
H 6.59 2.47 -3.40
H 6.11 4.21 -0.93
H 6.41 4.78 -2.58
H 7.69 3.94 -1.67
H 6.08 -1.01 -0.64
H 6.02 -0.64 1.11
H 7.49 -0.25 0.17